one) This record from OMol25 describes a structure of composition C33H27F6N3O5V. The level of theory is ωB97M-V/def2-TZVPD.

HOMO level (alpha / beta), eV: -5.24 / -5.25
Net charge: -1
Multiplicity: 3
HOMO-LUMO gap (alpha / beta), eV: 7.872 / 7.846

Each line ends with the Löwdin charge.
Geometry (Å):
V: -0.9460 1.4961 0.3103  1.137
F: 2.1379 3.9905 -1.1222  0.165
F: 1.5644 1.0005 1.5377  0.138
F: 2.5987 2.8730 1.2407  0.153
F: 2.4098 2.6844 -2.8143  0.148
F: 3.9521 2.8128 -1.3007  0.129
F: 3.6224 1.0077 0.8838  0.129
O: -0.1942 -0.8511 0.2978  -0.040
O: -1.5634 0.0435 -1.1589  -0.044
O: 0.5918 1.8165 -0.8264  -0.199
O: -2.3577 0.6709 1.3410  -0.154
O: -0.4613 3.1838 1.3340  -0.118
N: 0.3259 -3.4140 0.0814  0.102
N: -2.3130 2.8283 -0.2484  -0.085
N: -1.8454 4.1443 -0.2477  0.105
C: -4.2842 -0.6607 1.2746  -0.010
C: -2.6123 -4.8061 -1.6752  -0.093
C: 1.0399 7.9377 1.3394  -0.106
C: -6.1139 -0.1076 -0.2040  -0.114
C: 4.9395 -4.3467 1.4821  -0.058
C: -1.0479 -0.9738 -0.6211  -0.561
C: -5.4316 1.0204 -0.6090  -0.057
C: 0.8043 5.5918 1.8072  -0.022
C: 2.4143 -2.9720 1.9199  -0.027
C: -5.5264 -0.9416 0.7491  -0.097
C: 1.4332 6.8065 2.0384  -0.084
C: 2.3537 0.3040 -1.3916  0.026
C: -1.4157 -4.7420 -0.9864  -0.043
C: -4.1548 1.3183 -0.1190  -0.143
C: -1.5360 -2.3323 -1.0078  -0.046
C: 1.6617 -5.0204 -1.1972  -0.037
C: 2.6052 2.7959 -1.4898  -0.551
C: -0.2244 5.5041 0.8748  -0.138
C: 3.7755 -4.5899 0.5613  -0.244
C: -3.5492 2.5878 -0.4702  -0.038
C: -2.7431 -2.4218 -1.6954  -0.018
C: -3.2864 -3.6455 -2.0378  -0.093
C: 0.0152 7.8518 0.4067  -0.095
C: -0.6159 6.6415 0.1745  -0.034
C: -3.5493 0.4593 0.8417  -0.336
C: -0.8823 4.1860 0.6350  -0.448
C: 2.8623 -5.6845 -1.3724  -0.099
C: 1.9329 1.6250 -0.7383  -0.441
C: -0.8501 -3.5068 -0.6523  -0.178
C: 2.4359 1.6409 0.7351  -0.532
C: 1.4956 -4.1426 -0.1261  -0.185
C: 2.5626 -3.9308 0.7700  -0.161
C: 3.9175 -5.4743 -0.5039  -0.078
H: -0.9162 -5.6490 -0.6738  0.109
H: -0.2920 8.7314 -0.1457  0.094
H: 0.4575 -2.4604 0.4171  0.084
H: -7.0917 -0.3337 -0.6076  0.089
H: 2.8036 -1.9793 1.6747  0.089
H: -5.8794 1.6998 -1.3258  0.107
H: 1.9699 -0.5174 -0.7902  0.078
H: 3.4349 0.2054 -1.4955  0.093
H: 2.2370 6.8641 2.7612  0.097
H: -3.2470 -1.4961 -1.9406  0.118
H: -4.1771 3.4023 -0.8319  0.133
H: 5.8249 -4.8767 1.1319  0.069
H: 5.1849 -3.2852 1.5498  0.083
H: 1.3741 -2.8442 2.2153  0.082
H: 1.8848 0.2628 -2.3720  0.101
H: -6.0521 -1.8285 1.0833  0.098
H: 4.8614 -5.9837 -0.6547  0.097
H: -3.8189 -1.3086 2.0055  0.118
H: -3.0290 -5.7772 -1.9141  0.097
H: -1.4115 6.5589 -0.5527  0.103
H: 1.5332 8.8858 1.5169  0.093
H: 1.1020 4.6943 2.3285  0.107
H: 2.9770 -6.3576 -2.2135  0.096
H: 0.8654 -5.1597 -1.9138  0.097
H: 4.7263 -4.6865 2.4985  0.078
H: -4.2282 -3.6962 -2.5677  0.094
H: 2.9585 -3.3237 2.7964  0.071


two) This record from OMol25 describes a structure of composition C33H27F6N3O5V. The level of theory is ωB97M-V/def2-TZVPD.

HOMO level (alpha / beta), eV: -4.94 / -5.09
Net charge: -1
Multiplicity: 3
HOMO-LUMO gap (alpha / beta), eV: 7.633 / 7.737

Each line ends with the Löwdin charge.
Geometry (Å):
V: -1.1652 -0.8299 0.5686  1.110
F: 2.5346 -3.8153 -0.6544  0.137
F: 1.2177 -3.5199 1.0320  0.153
F: 1.1891 -1.4928 -2.6278  0.157
F: 1.5065 -3.5779 -3.1081  0.130
F: 1.9942 -1.8132 -0.0490  0.158
F: -0.4612 -2.7047 -3.3171  0.152
O: -1.4620 1.1387 1.3380  -0.037
O: -0.3517 -1.3082 2.2469  -0.149
O: -0.6684 -2.2118 -0.6555  -0.192
O: -2.5700 -0.1684 -0.7770  -0.098
O: 0.2639 0.7130 0.0760  -0.057
N: 2.1312 2.5909 -0.1736  0.105
N: -2.8871 -1.7644 1.1663  -0.075
N: -3.9909 -1.5740 0.3676  0.081
C: 5.6099 2.0734 -1.2586  -0.238
C: 1.5177 -3.0533 -0.1919  -0.550
C: 4.2281 3.5238 0.6779  -0.040
C: 1.4433 4.8469 0.4179  -0.039
C: -6.8239 0.3074 -3.3334  -0.110
C: 5.6066 3.6013 0.6062  -0.095
C: -0.1949 -3.3370 5.2188  -0.102
C: 1.2082 3.4633 0.3585  -0.170
C: -2.3377 -3.6604 4.2230  -0.065
C: 0.6359 -2.7097 -2.5418  -0.549
C: 0.1440 -2.4591 4.2152  -0.017
C: -6.0551 -0.9987 -1.4647  -0.037
C: 0.2560 -3.0965 -1.0932  -0.452
C: -0.7186 5.2292 1.4144  -0.101
C: 4.2147 2.0077 -1.2152  -0.158
C: -4.5742 0.5679 -2.5260  -0.020
C: -7.0574 -0.6521 -2.3560  -0.098
C: 3.4408 1.1312 -2.1613  -0.026
C: -4.8051 -0.3895 -1.5434  -0.134
C: 6.2950 2.8814 -0.3568  -0.074
C: -0.2887 -4.5292 -1.1033  0.024
C: -0.4293 1.5475 0.7450  -0.543
C: -5.5797 0.9161 -3.4156  -0.091
C: -3.7030 -0.7332 -0.5963  -0.441
C: -3.0419 -2.5075 2.2000  -0.055
C: -1.4482 -3.9529 5.2320  -0.121
C: -0.0437 2.9842 0.8119  -0.050
C: -0.7430 -2.1521 3.1612  -0.326
C: -0.9764 3.8749 1.3371  -0.021
C: 3.5215 2.7419 -0.2370  -0.185
C: 0.4974 5.7068 0.9383  -0.096
C: -2.0204 -2.7758 3.1803  -0.138
C: 6.3842 1.2724 -2.2728  -0.058
H: -3.3211 -4.1189 4.2198  0.103
H: -3.5961 1.0267 -2.5766  0.115
H: 3.2217 0.1597 -1.7089  0.086
H: 7.3769 2.9300 -0.4013  0.098
H: -5.3912 1.6640 -4.1760  0.096
H: -1.4549 5.9071 1.8259  0.093
H: 3.9887 0.9486 -3.0837  0.069
H: 7.4561 1.3874 -2.1148  0.069
H: -0.6306 -4.7664 -0.0984  0.094
H: 6.1421 0.2101 -2.2077  0.084
H: 2.3707 5.2409 0.0270  0.105
H: 0.4635 -5.2511 -1.4193  0.092
H: 0.7104 6.7691 0.9631  0.098
H: -8.0266 -1.1316 -2.2902  0.094
H: -1.9154 3.4614 1.6796  0.118
H: 1.7592 1.6505 -0.2904  0.104
H: -7.6096 0.5785 -4.0282  0.092
H: 2.4827 1.5842 -2.4151  0.088
H: 3.6932 4.0440 1.4600  0.106
H: 6.1480 4.2073 1.3224  0.097
H: -1.7167 -4.6427 6.0215  0.088
H: 6.1587 1.5931 -3.2926  0.079
H: -6.2216 -1.7416 -0.6968  0.101
H: 1.1144 -1.9793 4.1933  0.115
H: -1.1419 -4.5630 -1.7779  0.096
H: 0.5203 -3.5489 6.0051  0.095
H: -4.0236 -2.9514 2.3572  0.125


Stability verdict: two), ahead by 17.1 kcal/mol


one) This record from OMol25 describes an isolated molecule of C3H3NOS3. The level of theory is ωB97M-V/def2-TZVPD.

HOMO level, eV: -8.66
Net charge: 0
HOMO-LUMO gap, eV: 8.963

Each line ends with the Löwdin charge.
Geometry (Å):
S: -3.2699 -0.3247 -0.0567  0.809
S: 2.0313 -1.9828 -0.1584  0.728
S: 1.7631 1.6252 -0.2104  0.806
O: -0.8126 0.6791 -0.3032  -0.062
N: -0.6803 -1.4833 -0.2012  0.076
C: 0.5850 -0.9745 -0.1156  -0.773
C: -1.4797 -0.4317 -0.2196  -0.759
C: 0.6060 0.3711 -0.1178  -0.695
H: 1.7331 2.2679 1.0379  -0.083
H: 2.8346 -0.8316 0.6337  0.014
H: -3.3107 1.0853 -0.2887  -0.060


two) This record from OMol25 describes an isolated molecule of C3H3NOS3. The level of theory is ωB97M-V/def2-TZVPD.

HOMO level, eV: -8.52
Net charge: 0
HOMO-LUMO gap, eV: 7.761

Each line ends with the Löwdin charge.
Geometry (Å):
S: -3.1494 0.2908 0.0620  0.695
S: 1.8958 1.0627 -0.0358  0.920
S: -0.6862 2.7148 -0.1573  0.643
O: 0.6030 -0.9674 -0.6620  -0.188
N: -0.4035 0.0823 -0.6188  -0.194
C: -1.7552 -0.4142 -0.2239  -0.675
C: 1.5558 -0.6434 0.3811  -0.443
C: 0.1889 1.3495 -0.4008  -1.103
H: 2.4687 -1.2629 0.2929  0.101
H: 0.9736 -0.6319 1.4266  0.140
H: -1.6914 -1.5803 -0.0639  0.105


three) This record from OMol25 describes a cluster of 2 separate species, C3H3NOS3 in total. The level of theory is ωB97M-V/def2-TZVPD.

HOMO level, eV: -8.62
Net charge: 0
HOMO-LUMO gap, eV: 6.048

Each line ends with the Löwdin charge.
Geometry (Å):
S: 0.3120 -1.7216 -1.3257  0.852
S: 2.3570 1.2275 -1.3737  0.713
S: -2.4359 -0.3611 0.6026  0.724
O: 0.7473 1.8015 0.4914  -0.089
N: -0.4302 1.2842 1.0475  -0.058
C: 0.1743 -0.2671 -0.4737  -0.766
C: -0.7849 0.0653 0.2933  -0.832
C: 1.0647 0.8134 -0.4489  -0.822
H: -1.9038 -2.3787 1.2082  0.168
H: -0.3513 0.9069 2.1901  0.231
H: 1.2507 -1.3703 -2.2111  -0.121


Stability verdict: one), ahead by 38.9 kcal/mol


one) This record from OMol25 describes an isolated molecule of C3H5FO2. The level of theory is ωB97M-V/def2-TZVPD.

HOMO level, eV: -11.02
Net charge: 0
HOMO-LUMO gap, eV: 11.923

Each line ends with the Löwdin charge.
Geometry (Å):
F: -1.8808 -0.5767 0.4880  0.086
O: -0.6028 0.7062 -0.7838  0.005
O: -0.5854 -1.6141 -0.9489  0.123
C: 0.5893 -0.1943 0.6939  0.000
C: 0.4612 1.2174 0.0040  -0.104
C: -0.6580 -0.5290 -0.1391  -0.624
H: -0.6175 -1.2573 -1.8225  0.106
H: 0.2099 1.9781 0.8721  0.164
H: 1.2955 1.4048 -0.5515  0.080
H: 0.4308 -0.2909 1.6775  0.072
H: 1.3578 -0.8442 0.5104  0.091


two) This record from OMol25 describes a cluster of 2 separate species, C3H5FO2 in total. The level of theory is ωB97M-V/def2-TZVPD.

HOMO level, eV: -6.75
Net charge: 0
HOMO-LUMO gap, eV: 4.261

Each line ends with the Löwdin charge.
Geometry (Å):
F: 1.4013 -1.6303 0.4590  -0.046
O: 0.0641 0.1483 0.4315  -0.043
O: 0.8800 1.3333 -1.6801  0.097
C: -0.5961 -1.8872 1.4651  0.002
C: 0.1508 -1.0119 0.6766  -0.650
C: -0.0926 2.1372 -1.4050  0.173
H: -0.3548 2.9523 -2.1535  0.145
H: 0.8507 0.5828 -0.8939  0.143
H: -0.5770 1.8642 -0.4148  0.131
H: -1.5137 -1.5631 1.8516  -0.002
H: -0.2127 -2.9256 1.6636  0.051


Stability verdict: one), ahead by 56.5 kcal/mol


one) This record from OMol25 describes a structure of composition C3H3NO2S2. The level of theory is ωB97M-V/def2-TZVPD.

HOMO level, eV: -8.60
Net charge: 0
HOMO-LUMO gap, eV: 7.319

Each line ends with the Löwdin charge.
Geometry (Å):
S: -2.7277 -1.0384 -0.2510  0.695
S: 2.7661 -0.7974 0.0599  0.610
O: -0.1217 1.7491 -0.0934  0.021
O: 0.0134 -0.4590 0.5477  -0.021
N: 1.9012 0.6005 -0.4395  -0.329
C: 0.6872 0.6719 0.0646  -0.525
C: -1.3966 -0.1074 0.3509  -0.593
C: -1.5016 1.3822 0.0969  -0.156
H: -1.9317 1.7760 1.1006  0.175
H: -1.9611 1.6106 -0.7655  0.080
H: 4.1034 -0.2187 -0.9102  0.042


two) This record from OMol25 describes an isolated molecule of C3H3NO2S2. The level of theory is ωB97M-V/def2-TZVPD.

HOMO level, eV: -9.15
Net charge: 0
HOMO-LUMO gap, eV: 8.598

Each line ends with the Löwdin charge.
Geometry (Å):
S: -0.2263 -1.7697 2.4843  0.740
S: -0.3153 2.3382 0.8806  0.863
O: -1.1210 -0.3069 0.4179  -0.059
O: 0.3808 -0.6490 -1.1629  -0.021
N: 0.9935 -0.8481 0.1513  0.091
C: -0.5630 0.2441 -0.7018  -0.523
C: 0.0541 1.5445 -0.3910  -0.612
C: -0.1153 -1.0574 1.0269  -0.836
H: 0.8091 1.8658 -1.0525  0.059
H: -1.2951 0.3275 -1.5307  0.184
H: 1.3986 -1.6888 -0.1222  0.116


Stability verdict: two), ahead by 15.0 kcal/mol


one) This record from OMol25 describes an isolated molecule of C3H3NO2S2. The level of theory is ωB97M-V/def2-TZVPD.

HOMO level, eV: -9.89
Net charge: 0
HOMO-LUMO gap, eV: 9.407

Each line ends with the Löwdin charge.
Geometry (Å):
S: 0.8713 -0.0204 1.9535  0.821
S: 0.8703 -2.0465 -0.4870  0.783
O: 0.9737 0.5719 -0.5831  -0.135
O: -0.0325 2.4437 -1.6284  0.197
N: -1.3577 0.9563 -0.4036  0.167
C: 0.3549 -0.4333 0.2179  -1.111
C: -0.1813 1.4892 -0.9816  -0.430
C: -1.0968 -0.0644 0.3218  -0.183
H: -1.8923 -0.5819 0.7910  0.120
H: 1.6627 -1.4982 -1.4241  -0.108
H: -0.1723 -0.8164 2.2237  -0.123


two) This record from OMol25 describes an isolated molecule of C3H3NO2S2. The level of theory is ωB97M-V/def2-TZVPD.

HOMO level, eV: -8.25
Net charge: 0
HOMO-LUMO gap, eV: 8.315

Each line ends with the Löwdin charge.
Geometry (Å):
S: -1.1977 -2.5888 -1.6827  0.677
S: -1.1770 1.4877 1.6850  0.814
O: -1.2950 -0.6376 -0.0237  -0.040
O: 1.7815 1.1378 0.0556  0.067
N: 0.5748 -0.5899 -1.1122  0.140
C: 0.7013 0.3675 -0.1444  -0.398
C: -0.6019 -1.2679 -0.9725  -0.939
C: -0.4982 0.4034 0.4591  -0.600
H: 1.3049 -1.1148 -1.6261  0.184
H: 1.3513 2.0206 0.5057  0.192
H: -0.9440 0.7821 2.8562  -0.097


Stability verdict: two), ahead by 6.1 kcal/mol


one) This record from OMol25 describes a structure of composition C4H7N4S. The level of theory is ωB97M-V/def2-TZVPD.

HOMO level, eV: -12.64
Net charge: +1
HOMO-LUMO gap, eV: 8.684

Each line ends with the Löwdin charge.
Geometry (Å):
S: 3.5195 0.6704 0.0646  1.015
N: -1.2972 0.9795 -0.2573  0.019
N: -0.9158 -1.4595 0.2950  0.146
N: 1.7832 -1.2140 -0.3621  -0.024
N: -2.7175 1.1400 -0.0872  0.095
C: -0.7794 -0.1528 -0.0583  -0.240
C: 1.1457 -0.0041 -0.1884  -0.244
C: 3.0671 -1.0526 -0.2540  -0.358
C: 1.8565 1.1008 0.1615  -0.376
H: -0.0618 -2.0352 0.2466  0.100
H: -2.9732 1.4562 0.9863  0.248
H: -3.4502 0.3584 -0.3336  0.206
H: 3.7406 -1.8669 -0.1975  0.072
H: -2.9015 1.8883 -0.7756  0.164
H: -1.8062 -1.9380 0.2898  0.109
H: 1.7903 2.1293 0.4701  0.067


two) This record from OMol25 describes a cluster of 2 separate species, C4H7N4S in total. The level of theory is ωB97M-V/def2-TZVPD.

HOMO level, eV: -13.63
Net charge: +1
HOMO-LUMO gap, eV: 9.324

Each line ends with the Löwdin charge.
Geometry (Å):
S: 1.5413 -3.6517 -0.4880  1.103
N: -1.1518 0.3079 0.8376  0.061
N: 0.0022 2.9862 -0.0053  0.062
N: -1.5375 1.3976 1.3358  0.093
N: 0.2397 -1.6668 -1.4802  0.070
C: -0.4458 -0.5434 0.4222  0.107
C: 0.2268 -1.5573 -0.1082  -0.394
C: 0.9491 -2.5071 0.6352  -0.255
C: 0.8841 -2.7122 -1.7962  -0.406
H: 1.1917 -2.7727 1.6565  0.092
H: 0.9312 3.0875 0.3709  0.071
H: -0.8658 2.1499 0.8775  0.052
H: -0.4842 3.8017 0.1524  0.028
H: 0.8250 -3.0351 -2.7717  0.069
H: -2.5155 1.5461 1.4048  0.122
H: 0.2095 3.1692 -1.0431  0.126


Stability verdict: two), ahead by 14.5 kcal/mol


one) This record from OMol25 describes an isolated molecule of C2H2BrN. The level of theory is ωB97M-V/def2-TZVPD.

HOMO level, eV: -9.97
Net charge: 0
HOMO-LUMO gap, eV: 10.647

Each line ends with the Löwdin charge.
Geometry (Å):
Br: -2.3685 -0.3913 -0.0363  0.871
N: 0.0553 1.2729 0.0099  0.100
C: 0.7056 -0.1206 -0.0477  -0.194
C: -0.7106 0.1530 0.0120  -0.927
H: 1.2497 -0.5301 -0.8811  0.077
H: 1.0685 -0.3838 0.9433  0.073


two) This record from OMol25 describes a cluster of 2 separate species, C2H2BrN in total. The level of theory is ωB97M-V/def2-TZVPD.

HOMO level, eV: -9.24
Net charge: 0
HOMO-LUMO gap, eV: 8.157

Each line ends with the Löwdin charge.
Geometry (Å):
Br: 2.4526 -0.8962 -0.7024  0.573
N: -0.7305 1.8504 -0.3034  0.068
C: -1.4966 1.0369 -0.2065  -0.105
C: 1.5027 -1.4067 0.7740  -0.493
H: -2.1921 0.2343 -0.1562  0.054
H: 0.4639 -0.8187 0.5945  -0.096


Stability verdict: one), ahead by 45.8 kcal/mol